No. 1
Entry from the Open Molecules 2025 dataset: C20H32Cl2N3O3Tl as an isolated structure (ωB97M-V with the def2-TZVPD basis set).

```
61
Properties=species:S:1:pos:R:3
O 0.499 -0.568 -2.571
C -0.598 0.097 -2.450
C -0.439 1.529 -2.960
C 0.209 2.478 -2.190
H 0.459 2.245 -1.150
C 0.506 3.732 -2.747
H 1.065 4.451 -2.152
C 0.089 4.029 -4.046
H 0.316 5.003 -4.489
C -0.604 3.076 -4.794
H -0.938 3.294 -5.807
C -0.857 1.807 -4.255
H -1.369 1.030 -4.822
H -1.369 -0.433 -3.041
C -2.625 -1.120 -1.105
C -1.763 0.100 -0.966
H -3.512 -0.872 -1.720
H -3.008 -1.469 -0.126
H -2.100 -1.965 -1.576
C -2.292 1.307 -0.572
C -3.722 1.564 -0.238
H -1.653 2.185 -0.567
H -4.278 1.982 -1.091
H -3.776 2.306 0.565
H -4.262 0.673 0.112
Tl -1.362 0.219 1.479
Cl 0.307 2.086 1.393
Cl -3.242 0.260 3.026
H 4.546 1.589 -1.946
H 4.732 1.367 0.815
C 3.475 1.633 -1.693
C 3.632 1.348 0.770
N 3.180 0.843 -0.512
H 2.892 1.239 -2.532
C 2.764 -0.442 -0.635
O 2.527 -1.201 0.312
H 3.236 0.714 1.566
H 2.644 -0.765 -1.686
H 3.201 2.680 -1.516
H 3.264 2.371 0.897
H -0.398 -5.495 1.536
H 1.524 -5.390 -0.246
C -0.949 -4.838 0.852
C 0.900 -4.677 -0.798
N -0.015 -4.003 0.112
H -1.633 -4.203 1.415
C -0.048 -2.675 0.241
O -0.838 -2.095 1.018
H 1.531 -3.927 -1.285
H 0.666 -2.115 -0.388
H -1.507 -5.472 0.151
H 0.338 -5.234 -1.559
C 0.586 0.433 6.768
C -0.444 -0.372 5.954
C -0.167 -0.391 4.533
N 0.061 -0.470 3.394
H 1.581 -0.013 6.673
H 0.316 0.442 7.826
H 0.635 1.471 6.421
H -0.460 -1.416 6.299
H -1.451 0.043 6.106
```

Results
- Kohn-Sham gap (eV) = 6.2
- HOMO energy (Ha) = -0.2706
- energy (eV) = -61608.04065
- molar mass (g mol⁻¹) = 637.783

No. 2
Entry from the Open Molecules 2025 dataset: C15H24IrN6O6 as an isolated structure (ωB97M-V with the def2-TZVPD basis set).

```
52
Properties=species:S:1:pos:R:3
O -3.010 -1.779 -2.398
H -3.865 -1.451 -2.768
Ir -0.533 0.621 0.122
N -0.818 1.836 -1.407
N 0.350 -0.355 -1.539
N -1.352 0.520 1.936
N 0.406 -0.923 1.161
O -1.227 3.008 -1.199
O -2.420 1.324 2.316
O 1.542 -1.483 0.748
O 0.944 -1.514 -1.584
C 0.159 0.210 -2.759
C -0.643 1.352 -2.703
C -0.989 -0.392 2.861
C 0.036 -1.246 2.414
C -1.256 2.020 -3.880
H -2.145 1.474 -4.221
H -0.587 2.056 -4.745
H -1.575 3.038 -3.669
C 0.809 -0.426 -3.924
H 0.520 -1.480 -4.005
H 1.907 -0.386 -3.860
H 0.538 0.074 -4.857
C -1.625 -0.393 4.183
C 0.792 -2.247 3.207
H -2.704 -0.275 4.127
H -1.252 0.382 4.859
H -1.400 -1.342 4.658
H 1.361 -2.883 2.520
H 0.066 -2.854 3.766
H 1.485 -1.770 3.920
H -2.746 1.740 1.486
H 1.401 -1.615 -0.318
C -2.799 -3.203 -2.176
H -2.588 -3.665 -3.159
H -3.605 -3.753 -1.682
H -1.845 -3.093 -1.559
O -2.270 -0.145 -0.464
H -2.697 -1.052 -1.619
H -2.579 -0.702 0.269
N 6.117 2.020 2.812
C 5.069 1.911 2.304
C 3.778 1.810 1.671
C 3.651 1.482 0.321
C 2.375 1.346 -0.212
N 1.282 1.391 0.574
C 1.397 1.933 1.802
C 2.623 2.028 2.430
H 4.527 1.324 -0.319
H 2.251 1.104 -1.257
H 0.468 2.147 2.322
H 2.674 2.277 3.496
```

Results
- Kohn-Sham gap (spin up / spin down) (eV) = 5.5 / 6.0
- net charge = +1
- HOMO energy (spin up / spin down) (Ha) = -0.3271 / -0.4035
- energy (eV) = -39992.25408
- molar mass (g mol⁻¹) = 576.610
- 2S+1 = 5
- ΔE to the lowest compared entry with this formula, charge and spin (kcal per mole) = 35.5

No. 3
Entry from the Open Molecules 2025 dataset: the molecule C3H8N2O (ωB97M-V with the def2-TZVPD basis set).

```
14
Properties=species:S:1:pos:R:3
C 0.336 0.187 -0.288
C 1.558 1.056 -0.710
C 0.652 -1.001 0.620
N -0.836 0.606 -0.376
N -3.245 0.300 0.196
O -1.890 -0.087 0.393
H 2.437 0.497 -0.422
H 1.684 1.330 -1.735
H 1.514 2.013 -0.137
H 1.757 -1.207 0.661
H 0.126 -1.958 0.252
H 0.243 -0.687 1.509
H -3.335 1.282 0.667
H -3.428 0.518 -0.785
```

Results
- Kohn-Sham gap (eV) = 10.3
- HOMO energy (Ha) = -0.3409
- energy (eV) = -8264.43945
- SMILES string = CC(C)=NON
- molar mass (g mol⁻¹) = 88.110
- ΔE to the lowest compared entry with this formula, charge and spin (kcal per mole) = 112.7

No. 4
Entry from the Open Molecules 2025 dataset: the molecule C5H7NO2 (ωB97M-V with the def2-TZVPD basis set).

```
15
Properties=species:S:1:pos:R:3
C -0.676 1.105 0.719
C -1.425 -0.899 -0.300
C 1.308 0.243 -0.595
C 0.836 0.957 0.654
O -1.341 0.528 -0.367
C -0.208 -1.751 -0.360
O 1.576 1.327 1.529
N 0.946 -1.193 -0.485
H -0.916 2.174 0.712
H -1.028 0.689 1.677
H -1.962 -1.194 0.616
H -2.056 -1.186 -1.146
H 0.802 0.669 -1.466
H 2.389 0.334 -0.695
H 1.753 -1.804 -0.493
```

Results
- Kohn-Sham gap (eV) = 9.0
- HOMO energy (Ha) = -0.3068
- energy (eV) = -10880.84998
- molar mass (g mol⁻¹) = 113.116
- ΔE to the lowest compared entry with this formula, charge and spin (kcal per mole) = 63.8